(1)
53
Properties=species:S:1:pos:R:3:forces:R:3 method="wB97M-V/def2-TZVPD" charge=-1 gap_ev=7.9 e_above_lowest_kcal_mol=30.6 homo_energy_ev=-6.1
O -2.84248 2.74532 -2.01007 -0.27 -0.87 -0.39
H 1.72935 -3.01187 -4.35090 -0.56 -0.30 0.26
H -1.05008 4.18262 -2.56068 -0.16 -0.12 -0.16
O 2.73090 -1.21566 4.71595 -0.16 -1.63 -0.88
H -1.77710 -3.24013 -2.15901 0.27 0.22 -0.08
O 3.08542 4.75839 -0.88340 -1.56 0.10 -1.70
H 3.96762 4.48437 -1.11314 0.39 0.09 1.05
H 2.82864 5.02071 -0.00918 1.10 -0.18 0.68
O -0.38779 5.05275 -1.00117 -0.14 0.01 -0.12
H 0.91164 -0.82678 -0.46344 -0.26 0.03 0.14
H -0.29853 5.16250 -0.05318 0.18 -0.06 0.07
O -3.16173 -2.45965 0.18812 -0.07 0.44 0.05
H -2.54940 -1.83001 0.59682 0.12 0.15 -0.30
H -3.08476 3.67331 -2.03603 0.10 0.10 0.43
O -1.33808 -1.86464 3.40434 -0.70 0.80 0.30
H -4.14869 0.87105 -2.59737 0.04 0.05 -0.03
H -0.99917 -2.00327 2.51912 0.50 -0.29 -0.18
O 1.95782 -3.95469 -4.34373 1.17 -0.33 -0.45
H 3.90125 0.42723 4.74967 -0.40 0.03 0.14
H 1.26323 -4.54630 -4.07025 -0.56 0.46 0.15
O -4.68611 0.40904 -3.25053 -0.06 0.19 -0.17
H 0.50984 2.12186 4.03386 0.12 0.30 0.43
H 2.94220 1.63398 4.86339 -0.25 -0.36 0.09
O -3.14839 -4.04053 2.38647 0.22 -1.05 0.98
H -3.94645 -4.10160 1.86341 0.09 0.49 -0.32
H -2.84220 -3.13255 2.38441 -0.31 0.12 -0.20
O -0.30989 -1.58291 0.03787 -0.33 0.29 0.37
H 0.07498 -1.99503 0.81801 0.21 -0.17 -0.10
H 2.51932 -2.13582 4.94380 -0.03 0.35 1.15
O 3.85264 1.38721 4.69638 0.61 0.43 -0.15
H 5.04084 -0.68588 0.33396 0.93 0.08 0.20
H -4.99272 -0.39207 -2.82414 0.07 -0.16 0.17
O 5.30610 -1.57635 0.04702 -0.99 0.92 0.24
H 4.40471 -1.78343 -0.22690 -0.08 -0.94 -0.48
H 0.47500 5.19612 -1.40719 0.13 0.00 0.21
O -2.29879 -4.04671 -2.15368 -0.07 -0.22 0.01
H 2.80522 -1.45322 3.77773 0.19 1.13 -0.38
H -0.93909 -2.44259 4.05452 0.25 -0.30 -0.37
O -1.27583 4.32625 -3.48814 0.26 0.57 -0.47
H -2.54729 -2.94300 -0.37531 -0.23 0.05 -0.03
H -1.69229 3.52310 -3.80294 0.05 -0.23 0.18
O 1.76951 -0.32242 -0.74404 0.47 -0.27 -0.41
H -2.54722 2.47801 -1.13868 -0.34 0.43 0.23
H 1.55712 0.60616 -0.83257 -0.17 0.13 0.08
O -1.21844 1.73053 0.94025 -0.11 0.39 0.18
H -1.94330 -4.55922 -1.42092 0.11 -0.08 -0.05
H -1.21875 1.94053 0.00532 0.35 -0.06 -0.09
O 1.40149 -1.27905 -4.04701 0.15 0.76 0.47
H 1.54844 -1.07972 -3.10580 -0.13 -0.39 0.24
H 1.58994 -0.41502 -4.42957 -0.07 -0.18 -0.39
O 0.15646 1.44542 4.62791 0.12 0.25 -0.93
H -0.24379 0.89744 3.93839 -0.26 -0.55 0.46
H -0.84137 0.84627 0.97222 0.06 -0.62 -0.17

(2)
15
Properties=species:S:1:pos:R:3:forces:R:3 method="wB97M-V/def2-TZVPD" charge=0 gap_ev=11.5 smiles=O.O.O.O.O e_above_lowest_kcal_mol=24.6 homo_energy_ev=-11.1
H -1.84397 -0.30983 -0.15646 0.48 0.85 -0.77
H -2.49378 -0.37663 -1.57357 3.24 1.65 1.40
H -0.15560 -0.66947 1.14796 -0.35 -0.07 -0.65
H -0.82525 -0.24080 2.40420 -0.46 0.58 -0.53
H -0.19053 -1.13315 -0.73261 1.65 -1.75 1.30
H 1.25100 -1.52691 -0.02854 -1.14 0.02 -0.71
H 1.58018 0.66199 -0.10606 -0.61 1.51 -0.29
H 2.99001 0.29447 -0.86519 -2.25 -0.38 1.87
H -0.37579 1.43803 0.66697 1.51 1.15 -1.27
H -0.24530 1.69463 -0.82356 -0.27 0.06 -0.60
O -1.63978 0.03976 -1.07043 -3.97 -2.48 -0.85
O -0.83561 -0.01897 1.45047 0.31 -0.76 1.85
O 0.29644 -1.80411 -0.10550 -0.29 1.40 -0.95
O 2.27405 0.01794 -0.18632 3.14 -0.84 -1.52
O 0.21391 1.93306 -0.02136 -0.99 -0.94 1.72

(3)
105
Properties=species:S:1:pos:R:3:forces:R:3 method="wB97M-V/def2-TZVPD" charge=+1 gap_ev=7.0 e_above_lowest_kcal_mol=52.4 homo_energy_ev=-10.9
Sr -2.30023 0.26722 -1.77963 1.80 0.14 0.80
O -0.39765 0.28848 -0.29142 -1.16 -0.09 -0.89
H 0.04426 0.45031 0.53607 0.17 0.05 0.34
C -3.01273 4.76725 -1.51650 -0.07 -1.65 -1.81
C -1.68987 3.96409 -1.44373 -0.88 2.18 1.23
C -0.68418 4.84649 -0.71761 1.46 0.03 1.03
O -0.16748 5.92163 -1.46221 0.14 -0.28 -0.24
C -0.42773 7.25256 -1.05699 -0.19 0.21 -0.94
N -2.00753 2.77418 -0.65789 0.47 -0.95 -0.52
H -3.62036 4.14333 -2.18876 -0.35 0.36 0.00
H -2.92088 5.72765 -2.01504 0.09 0.17 0.37
H -3.57140 4.76758 -0.58363 0.37 0.44 0.26
H -1.28253 3.75047 -2.42980 -0.26 -0.27 -0.04
H 0.20627 4.26585 -0.44245 -0.10 -0.36 -0.03
H -1.05830 5.17973 0.25981 -0.43 0.07 -0.15
H -1.48897 7.44035 -1.23613 0.00 0.43 0.44
H 0.15280 7.86866 -1.74541 -0.18 -0.02 -0.12
H -0.08317 7.57579 -0.07155 -0.23 -0.67 0.30
H -1.16258 2.24022 -0.41554 0.01 0.13 0.15
H -2.43315 3.05669 0.21833 -0.02 0.01 -0.01
C 0.75210 -5.97627 4.33253 0.84 0.56 -0.45
C 2.10961 -5.24212 4.23410 -0.03 -0.74 0.37
C 1.93955 -3.76956 3.94737 -0.19 1.04 0.06
O 1.34085 -3.59414 2.67787 0.32 -0.15 -0.02
C 0.58914 -2.42709 2.44645 -0.44 -0.87 -0.63
N 2.74529 -5.39508 5.53708 0.76 0.17 0.61
H 0.31859 -6.03914 3.33515 -0.32 0.02 0.15
H 0.14157 -5.40542 5.03060 -0.27 -0.08 -0.13
H 0.88176 -6.97862 4.73673 0.07 -0.05 -0.06
H 2.74909 -5.66966 3.45154 -0.29 -0.03 -0.25
H 2.88937 -3.21799 3.96366 0.23 -0.29 0.02
H 1.33420 -3.28325 4.72471 -0.19 -0.27 0.05
H 1.12915 -1.48100 2.32966 0.43 -0.10 0.33
H -0.23714 -2.32146 3.14870 0.08 0.10 0.20
H 0.15396 -2.66732 1.47308 -0.28 0.45 -0.01
H 2.99476 -6.36143 5.71917 -0.42 -0.11 -0.10
H 3.65128 -4.93457 5.59696 -0.22 0.30 -0.20
C -1.87755 0.11564 4.09427 -1.20 0.40 0.05
C -2.90142 -0.06410 2.96295 1.24 0.24 -0.58
C -3.25450 1.30325 2.36143 0.56 0.97 0.10
O -4.35382 1.94702 2.97501 0.43 -0.26 -0.35
C -5.52489 1.93707 2.20103 -0.67 0.04 0.35
N -2.23576 -0.93817 1.99596 -0.93 -0.84 -0.77
H -0.99561 0.58399 3.65483 0.22 -0.24 0.15
H -1.67518 -0.84087 4.56553 0.27 0.02 0.00
H -2.28028 0.80701 4.83805 0.10 -0.05 0.08
H -3.81566 -0.56479 3.28164 0.03 0.02 0.16
H -3.31755 1.31223 1.26294 -0.68 -0.59 -0.06
H -2.39093 1.97529 2.47881 0.07 -0.08 0.40
H -5.75517 0.95252 1.77473 0.13 -0.02 0.05
H -5.52223 2.68226 1.39432 0.22 -0.04 0.02
H -6.32812 2.19563 2.89396 -0.06 -0.01 -0.21
H -2.89280 -1.20549 1.26384 0.02 -0.19 0.18
H -1.41238 -0.61715 1.49746 -0.01 0.58 0.41
C -0.80251 1.67376 -5.67504 -0.29 -0.41 -0.51
C -0.12670 0.76564 -4.68643 -0.10 -0.30 1.05
C 1.38530 0.67728 -4.90777 -0.30 0.07 0.70
O 1.64890 0.02592 -6.11380 0.33 0.18 -0.43
C 2.15586 -1.28582 -5.99062 -0.91 -0.73 0.93
N -0.40551 1.30174 -3.28621 0.98 0.09 -1.23
H -1.88361 1.57468 -5.55161 -0.03 0.39 -0.07
H -0.56927 1.35523 -6.69170 0.03 -0.02 0.03
H -0.47741 2.71224 -5.58406 -0.09 0.01 0.16
H -0.58682 -0.22819 -4.72824 0.27 -0.12 -0.21
H 1.86116 0.20343 -4.04000 -0.02 -0.31 -0.15
H 1.78965 1.69703 -4.87018 0.05 0.01 -0.49
H 1.79651 -1.90798 -6.80782 0.47 0.37 -0.50
H 1.68799 -1.79060 -5.13113 0.12 0.19 0.19
H 3.23093 -1.33400 -5.82547 0.12 0.15 -0.36
H 0.35284 0.95438 -2.68497 -0.19 -0.13 0.09
H -0.05593 2.24624 -3.47040 -0.55 0.28 0.83
C 3.38615 3.57833 -0.05818 -0.61 -0.19 0.15
C 3.09176 2.06017 -0.26716 -0.40 2.01 0.94
C 2.66875 1.46659 1.09042 0.72 -0.33 -0.01
O 3.68976 1.69286 2.03348 -0.07 0.10 0.09
C 3.24297 1.64427 3.38971 1.30 -0.65 -0.90
N 1.99034 1.95117 -1.24643 -0.66 -0.56 0.39
H 4.01901 3.90697 -0.87876 -0.12 0.43 0.07
H 3.79807 3.87468 0.90684 0.63 -0.61 -0.15
H 2.43835 4.12471 -0.02125 -0.08 0.09 -0.55
H 4.03904 1.71106 -0.67487 -0.24 -0.95 0.22
H 2.48102 0.38522 1.01059 -0.06 -0.08 -0.11
H 1.74028 1.92238 1.46877 -0.10 0.26 -0.39
H 4.16691 1.71404 3.96308 -0.19 0.38 0.23
H 2.88019 0.63104 3.58937 -0.68 0.26 0.21
H 2.56885 2.47689 3.58746 -0.26 -0.23 0.27
H 1.29324 1.28139 -0.87860 0.54 -0.17 -0.35
H 1.44048 2.80429 -1.16955 0.33 0.21 -0.23
C 1.39129 -2.50458 -2.12430 -0.11 0.58 0.23
C 0.09092 -3.30978 -2.05597 0.53 0.82 -0.63
C 0.15056 -4.56439 -1.23546 0.10 0.16 0.95
O -1.12183 -5.18441 -1.20077 -0.13 -0.29 -0.85
C -1.09555 -6.44086 -0.52306 0.34 0.85 1.21
N -0.94817 -2.40718 -1.53460 -1.59 0.45 -0.64
H 1.69509 -2.11706 -1.14791 0.07 -0.37 0.14
H 1.18184 -1.59006 -2.68641 -0.07 -0.09 -0.15
H 2.23893 -2.97586 -2.61774 -0.12 -0.36 0.14
H -0.15330 -3.54734 -3.09518 -0.35 -0.13 0.08
H 0.42008 -4.22275 -0.22613 0.11 -0.27 0.22
H 0.93048 -5.25757 -1.55562 0.00 -0.02 -0.30
H -1.75096 -7.21134 -0.92142 0.10 0.28 -0.62
H -1.43797 -6.25211 0.50256 0.12 -0.18 0.03
H -0.05136 -6.75117 -0.46175 -0.18 -0.55 -0.07
H -1.78199 -2.97461 -1.39357 0.13 -0.11 0.24
H -0.73849 -1.92171 -0.66417 0.64 -0.30 0.03

(4)
23
Properties=species:S:1:pos:R:3:forces:R:3 method="wB97M-V/def2-TZVPD" charge=0 gap_ev=10.5 e_above_lowest_kcal_mol=51.2 homo_energy_ev=-9.7
C 1.12789 -0.48169 0.23263 0.23 -0.06 -0.32
C 1.72378 -1.45263 -0.79101 -0.01 0.12 0.26
C 1.41887 -0.95612 1.65656 -0.23 0.11 -0.32
C 1.68123 0.93125 0.01072 -0.18 -0.29 0.09
O -0.29542 -0.47834 0.10655 0.06 0.07 -0.87
H -0.58899 -0.16952 -0.78997 0.82 -0.42 1.13
H 1.29731 -2.44574 -0.65674 -0.03 -0.03 0.00
H 1.51239 -1.11506 -1.80556 -0.01 0.01 -0.07
H 1.48359 1.26457 -1.00767 -0.02 0.02 -0.10
H 1.21038 1.62995 0.69988 -0.01 0.05 0.07
H 0.97180 -0.27322 2.37613 -0.01 0.07 0.07
H 0.98806 -1.94268 1.81186 0.00 -0.10 0.01
H 2.49092 -1.00369 1.83238 0.08 0.00 0.01
H 2.80377 -1.51899 -0.66794 0.09 -0.02 -0.05
H 2.75713 0.94684 0.17172 0.10 0.04 0.00
C -2.54151 0.95055 0.55621 -0.66 -0.53 -2.82
C -2.64642 0.39925 -1.08680 -0.83 0.75 3.35
N -2.46126 1.05138 -2.14421 0.80 0.00 -0.12
H -1.94367 1.92508 -2.01478 -0.27 0.03 0.24
H -3.20896 -0.53331 -1.18092 0.28 -0.10 0.10
H -3.53137 0.72439 0.93187 -0.50 0.37 -0.08
H -2.37174 2.01641 0.45522 -0.12 0.22 0.20
H -1.87780 0.53132 1.30387 0.42 -0.33 -0.77

(5)
73
Properties=species:S:1:pos:R:3:forces:R:3 method="wB97M-V/def2-TZVPD" charge=-1 gap_ev="6.4 / 6.4" e_above_lowest_kcal_mol=0.0 homo_energy_ev="-3.8 / -3.8"
Pt -0.92680 -0.67152 -0.39979 0.02 -0.58 -0.07
O -0.46936 -4.11638 -3.13101 0.01 0.21 -0.10
C -0.43513 -3.07388 -2.47531 -0.10 -0.13 0.13
O -1.41439 -2.41202 -2.01314 0.09 0.00 0.26
C 0.97878 -2.56055 -2.08305 0.17 -0.05 -0.14
P 0.96427 -0.88819 -1.37425 0.09 0.22 -0.51
C 1.32337 0.19871 -2.80623 0.17 -0.17 -0.01
C 2.59361 0.31620 -3.37131 0.02 -0.04 -0.01
C 2.79794 1.10454 -4.49254 -0.05 0.04 -0.01
C 1.72375 1.76683 -5.07738 0.04 -0.03 0.03
C 0.45460 1.63225 -4.53668 -0.05 0.03 0.00
C 0.25423 0.85716 -3.40183 0.00 0.05 0.05
C 2.48436 -0.79784 -0.35801 -0.21 0.04 0.15
C 3.23120 0.37095 -0.24611 0.11 -0.03 -0.02
C 4.29141 0.45563 0.64392 -0.03 -0.01 -0.05
C 4.60721 -0.62605 1.45242 0.04 0.04 0.04
C 3.85874 -1.78945 1.36507 -0.05 -0.01 -0.02
C 2.80242 -1.87254 0.46979 0.08 0.01 0.04
H 1.67829 -2.57929 -2.92129 -0.11 -0.20 -0.06
H 1.32887 -3.28411 -1.34619 0.09 0.10 0.05
H 3.43240 -0.21001 -2.93068 0.00 0.00 0.01
H 3.79217 1.20214 -4.91080 0.00 -0.01 -0.01
H 1.87926 2.38286 -5.95457 0.00 0.00 0.00
H -0.38787 2.13818 -4.99205 0.01 0.00 -0.01
H -0.72572 0.75351 -2.94948 -0.01 0.03 0.00
H 2.98781 1.22606 -0.86132 -0.02 0.02 -0.01
H 4.86392 1.37293 0.70993 -0.01 0.00 0.02
H 5.42319 -0.55432 2.16114 0.01 -0.01 -0.02
H 4.08083 -2.63154 2.00813 0.01 0.00 0.00
H 2.21021 -2.77703 0.44421 -0.05 0.01 0.01
C -0.23433 -1.77100 2.66772 0.13 -0.13 0.27
O -1.21927 -1.67384 1.72426 -0.15 -0.07 -0.24
H 0.18699 -2.79578 2.77053 -0.04 0.04 -0.03
H -0.59046 -1.50257 3.68897 -0.07 0.01 -0.01
H 0.62891 -1.10527 2.48136 -0.08 0.04 -0.05
C -0.38859 3.13717 2.54211 -0.06 0.01 0.03
C 0.51183 2.87311 1.34043 -0.04 -0.20 0.02
C 1.92231 3.34733 1.63770 0.04 0.00 0.08
O 0.52952 1.44529 1.15203 0.00 0.20 -0.23
B -0.38021 1.11697 0.14346 0.34 0.42 0.38
O -0.84254 2.27744 -0.47678 -0.05 0.12 0.05
C -0.07922 3.39804 -0.00514 -0.11 -0.02 0.08
C -1.00651 4.59402 0.13964 0.02 0.05 0.00
C 0.98386 3.70265 -1.05371 0.02 0.00 -0.05
H -0.01402 2.55383 3.38376 0.02 0.01 0.00
H -1.41003 2.81131 2.34247 0.00 -0.02 -0.03
H -0.40250 4.19253 2.82218 0.00 0.01 -0.01
H 2.25873 2.90826 2.57811 -0.01 0.00 0.01
H 1.95435 4.43585 1.73315 -0.01 0.00 0.00
H 2.61960 3.04255 0.86108 0.00 -0.01 -0.03
H -1.86643 4.35732 0.76200 -0.01 -0.03 0.00
H -1.37062 4.89078 -0.84480 0.00 -0.02 0.00
H -0.48049 5.44641 0.57817 0.02 -0.01 0.00
H 1.63433 2.84436 -1.21921 0.01 -0.03 0.02
H 1.59672 4.56134 -0.77156 -0.02 0.00 -0.01
H 0.48958 3.92014 -2.00051 -0.02 0.00 -0.02
C -3.52349 -0.49309 2.78023 -0.22 0.03 0.07
C -3.31856 -1.09570 1.42044 0.93 -0.05 0.05
O -2.95402 -0.35730 0.48936 -0.72 -0.15 -0.15
C -3.67631 -2.53193 1.20042 -0.15 0.52 0.09
C -3.60073 -3.05209 -0.08051 -0.25 -0.37 -0.12
C -3.86880 -4.39879 -0.29852 0.00 0.18 0.05
C -4.24147 -5.21046 0.76064 -0.04 -0.13 0.03
C -4.36675 -4.67880 2.04120 0.03 0.08 -0.08
C -4.08671 -3.33958 2.25893 -0.01 -0.18 -0.03
H -3.23896 0.55574 2.74038 0.02 -0.02 0.00
H -2.88319 -1.01832 3.48643 -0.02 0.04 0.09
H -4.56235 -0.58379 3.10907 -0.02 0.03 -0.01
H -3.33788 -2.43651 -0.92273 0.17 0.14 0.01
H -3.77541 -4.79376 -1.30223 0.03 -0.04 0.03
H -4.43906 -6.26295 0.59239 -0.01 0.01 0.01
H -4.67405 -5.30925 2.86666 0.01 -0.01 0.00
H -4.16738 -2.93490 3.25883 0.04 0.01 0.00